Entry from the Open Molecules 2025 dataset: C25H36F6N10OSbTcTe as an isolated structure (wB97M-V/def2-TZVPD).

XYZ file:
```
81
Properties=species:S:1:pos:R:3
Tc -0.100 0.805 0.907
C -2.032 2.805 -0.311
N -1.987 1.918 0.870
C -2.107 2.770 2.084
C -3.144 0.982 0.849
C -2.791 -0.323 1.498
C -3.781 -1.152 2.008
C -3.448 -2.380 2.561
C -2.115 -2.752 2.646
C -1.130 -1.902 2.159
C -1.435 -0.689 1.529
H -3.012 3.288 -0.380
H -1.856 2.221 -1.216
H -1.260 3.566 -0.205
H -2.997 3.399 1.981
H -1.226 3.398 2.180
H -2.209 2.142 2.965
H -3.418 0.818 -0.191
H -4.003 1.458 1.332
H -4.819 -0.837 1.984
H -4.221 -3.023 2.963
H -1.841 -3.677 3.139
H -0.094 -2.161 2.367
N 3.172 1.472 2.081
C 2.862 0.206 1.774
N 3.744 -0.836 1.836
N 3.136 -1.862 1.345
N 1.907 -1.501 1.040
N 1.701 -0.195 1.290
C 2.407 2.579 1.719
N 2.831 3.808 1.904
N 1.821 4.571 1.443
N 0.863 3.836 1.002
N 1.205 2.535 1.147
H 4.005 1.649 2.620
F -0.089 1.127 2.993
Sb 0.345 0.549 4.866
F 1.306 -0.862 4.044
F -1.204 -0.505 4.806
F 0.784 0.011 6.600
F -0.686 2.022 5.389
F 1.871 1.627 4.698
C -1.745 -3.069 -2.457
C -1.834 -1.564 -2.786
C -2.676 -0.828 -1.769
C -0.505 -0.890 -3.146
C -0.126 -1.170 -4.465
C 0.943 -0.566 -5.081
C 1.624 0.409 -4.373
C 1.324 0.721 -3.053
C 2.172 1.824 -2.447
C 3.134 1.317 -1.377
C 1.307 3.002 -2.014
C 0.281 0.016 -2.385
O 0.171 0.047 -1.021
H -2.603 -3.603 -2.867
H -1.777 -3.251 -1.378
H -0.847 -3.530 -2.882
H -2.390 -1.510 -3.724
H -2.213 -0.833 -0.787
H -3.661 -1.293 -1.679
H -2.816 0.205 -2.090
H -0.729 -1.877 -5.025
H 1.209 -0.805 -6.102
H 2.433 0.948 -4.852
H 2.799 2.185 -3.265
H 2.595 0.802 -0.592
H 3.684 2.146 -0.927
H 3.859 0.624 -1.812
H 0.547 2.697 -1.302
H 0.804 3.432 -2.883
H 1.904 3.780 -1.538
C 1.355 -4.285 0.426
Te 0.739 -2.418 -0.358
C 2.263 -2.436 -1.818
H 1.013 -5.057 -0.263
H 0.872 -4.414 1.392
H 2.437 -4.305 0.531
H 3.207 -2.582 -1.296
H 2.238 -1.501 -2.372
H 2.058 -3.277 -2.480
```

Computed properties:
<S²>: 2.013
Spin multiplicity: 3
E_tot: -2785.3338 hartree
Highest occupied orbital energy (spin up / spin down): -8.29 / -8.49 eV
Charge: 0
Kohn-Sham gap (spin up / spin down): 6.96 / 7.13 eV
M: 954.0 g/mol

=====

Entry from the Open Molecules 2025 dataset: C25H36F7O4Si4V as an isolated structure (wB97M-V/def2-TZVPD).

XYZ file:
```
77
Properties=species:S:1:pos:R:3
V 0.490 0.806 -1.994
C 0.099 0.751 -5.968
O 0.353 0.712 -4.551
C -0.678 0.904 -3.692
O -1.819 1.084 -4.009
H 0.715 -0.020 -6.421
H 0.385 1.732 -6.342
H -0.955 0.570 -6.157
F 2.908 -0.271 -3.091
C 1.942 -0.623 -2.191
F 1.168 -1.615 -2.807
H 2.440 -1.082 -1.340
C 1.919 -3.211 2.858
Si 2.085 -2.309 1.212
C 2.147 -3.622 -0.133
C 3.677 -1.310 1.270
Si 0.126 -0.994 1.169
Si -1.640 -2.376 1.959
C -1.524 -4.082 1.168
C -3.339 -1.662 1.574
C -1.553 -2.558 3.829
Si 0.256 0.887 2.622
C 0.889 0.211 4.264
C -1.492 1.544 2.849
C 1.414 2.288 2.164
H 2.834 -3.788 3.024
H 1.085 -3.916 2.849
H 1.793 -2.539 3.707
H 2.952 -4.322 0.111
H 2.341 -3.228 -1.131
H 1.217 -4.190 -0.175
H 4.491 -1.977 1.569
H 3.620 -0.505 2.006
H 3.955 -0.860 0.318
H -1.448 -4.021 0.080
H -2.423 -4.656 1.409
H -0.663 -4.646 1.535
H -3.660 -1.897 0.560
H -3.400 -0.580 1.698
H -4.059 -2.119 2.261
H -0.581 -2.877 4.204
H -2.290 -3.309 4.128
H -1.823 -1.623 4.325
H 0.376 -0.685 4.611
H 0.758 0.985 5.026
H 1.959 -0.004 4.204
H -2.145 0.794 3.302
H -1.942 1.856 1.904
H -1.477 2.414 3.512
H 2.441 1.942 2.043
H 1.401 3.011 2.985
H 1.110 2.799 1.252
F 2.788 1.525 -0.378
C 2.636 2.582 -1.221
C 1.620 2.530 -2.153
C 1.527 3.614 -2.997
F 0.561 3.661 -3.936
C 2.396 4.692 -2.930
F 2.278 5.724 -3.771
C 3.396 4.701 -1.973
F 4.236 5.734 -1.892
C 3.523 3.632 -1.101
F 4.492 3.628 -0.180
O -0.303 1.708 -0.465
C -1.029 0.678 -0.715
O -0.375 -0.507 -0.473
C -2.464 0.692 -1.003
C -3.169 1.881 -0.845
C -4.515 1.924 -1.166
C -5.146 0.792 -1.664
C -4.434 -0.387 -1.840
C -3.093 -0.441 -1.508
H -2.653 2.761 -0.484
H -5.070 2.844 -1.040
H -6.195 0.831 -1.926
H -4.925 -1.262 -2.245
H -2.522 -1.349 -1.655
```

Computed properties:
E_tot: -4076.2296 hartree
Highest occupied orbital energy (spin up / spin down): -8.73 / -8.56 eV
Charge: 0
Kohn-Sham gap (spin up / spin down): 7.77 / 7.70 eV
M: 696.8 g/mol

=====

Entry from the Open Molecules 2025 dataset: a 3-piece molecular cluster, C25H36FI2NO5 overall at a distorted geometry (wB97M-V/def2-TZVPD).

XYZ file:
```
70
Properties=species:S:1:pos:R:3
C 2.621 6.027 2.112
C 2.746 5.221 1.237
C 2.751 4.031 0.457
C 1.571 3.762 -0.256
O 0.493 4.609 -0.188
C 1.528 2.608 -0.990
C 2.595 1.751 -1.036
C 3.786 1.992 -0.377
C 4.936 1.014 -0.515
C 4.744 -0.321 0.227
C 5.157 -1.504 -0.632
F 5.598 -0.334 1.335
C 3.857 3.176 0.393
C 5.117 3.542 1.141
C 5.354 2.684 2.393
C 4.571 3.115 3.620
I 5.266 4.978 4.424
C 2.201 0.577 -1.900
O 2.903 -0.284 -2.358
N 0.837 0.737 -2.125
C -0.069 -0.409 -2.153
C -0.255 -1.054 -0.791
C -0.956 -0.236 0.297
I -2.775 0.701 -0.296
C 0.424 2.046 -1.847
O -0.539 2.602 -2.287
H 2.499 6.787 2.836
H 0.482 5.139 -0.994
H 5.818 1.474 -0.089
H 5.141 0.836 -1.562
H 3.727 -0.431 0.597
H 4.790 -2.438 -0.223
H 4.833 -1.365 -1.654
H 6.244 -1.512 -0.642
H 5.950 3.401 0.455
H 5.145 4.588 1.428
H 6.407 2.678 2.655
H 5.043 1.671 2.163
H 4.746 2.393 4.407
H 3.503 3.150 3.436
H 0.356 -1.161 -2.812
H -1.003 -0.115 -2.615
H -0.867 -1.938 -0.954
H 0.705 -1.378 -0.392
H -1.245 -0.928 1.079
H -0.287 0.474 0.770
C -4.580 -1.996 -3.493
C -5.511 -2.474 -2.387
C -6.807 -1.679 -2.366
O -4.856 -2.376 -1.123
H -4.309 -0.948 -3.337
H -3.656 -2.576 -3.491
H -5.049 -2.089 -4.473
H -5.735 -3.531 -2.531
H -6.603 -0.621 -2.177
H -7.459 -2.032 -1.567
H -7.340 -1.763 -3.314
H -4.647 -1.446 -0.971
C -4.776 -5.291 1.714
C -4.668 -3.960 2.443
C -5.930 -3.129 2.269
O -3.535 -3.233 1.969
H -4.909 -5.126 0.641
H -3.864 -5.874 1.845
H -5.620 -5.877 2.081
H -4.490 -4.138 3.504
H -6.093 -2.904 1.212
H -5.835 -2.178 2.795
H -6.806 -3.654 2.653
H -3.675 -3.064 1.029
```

Computed properties:
E_tot: -2100.3967 hartree
Highest occupied orbital energy: -9.24 eV
Charge: 0
Kohn-Sham gap: 8.66 eV
M: 703.4 g/mol
Structure (SMILES): C#Cc1c(O)c2c(c(C[C@@H](C)F)c1CCCI)C(=O)N(CCCI)C2=O.CC(C)O.CC(C)O